No. 1
116
Properties=species:S:1:pos:R:3:forces:R:3 method="wB97M-V/def2-TZVPD" charge=-1 lumo_energy_ev=1.609 fmax_ha_per_bohr=0.16720
C 9.509195 1.477077 4.972452 0.616 0.250 -0.292
C 9.915010 -0.102961 4.662276 2.297 -4.399 3.503
O 10.369900 -0.929238 5.641563 -3.007 5.491 -5.893
O 9.844243 -0.689743 3.285113 -1.174 1.374 4.271
C 9.197850 -2.020693 3.392395 -0.432 -2.255 -0.647
C 8.454455 -2.344133 1.946436 -0.388 0.015 -0.056
C 6.836858 -2.676820 2.142719 0.916 -0.838 0.189
Ga 5.815972 -1.164764 3.169238 -0.057 -0.604 -0.113
C 3.830717 -1.687425 3.449947 -1.113 -0.603 0.629
C 6.101087 0.660650 2.220115 0.730 4.628 -2.384
C 6.881705 0.803134 0.747641 -1.723 4.526 2.321
C 7.066370 2.317768 0.150800 -0.898 -1.288 2.309
N 6.627460 3.616081 0.766569 -1.027 -5.357 2.583
C 5.916776 3.471790 2.082060 0.320 -2.713 -0.135
C 5.586131 2.095872 2.907614 2.697 0.178 -4.580
H 9.818192 1.815924 6.071402 -0.469 -1.334 -2.409
H 8.355458 1.688789 4.883152 2.322 -0.783 -0.244
H 10.116204 2.180083 4.225747 -1.521 -1.639 1.433
H 10.021472 -2.858880 3.558311 -1.574 1.928 -0.156
H 8.414232 -2.074781 4.285506 1.783 0.358 -2.063
H 8.944350 -3.259665 1.401903 -0.550 1.712 1.151
H 8.635265 -1.405089 1.271095 -0.439 -1.732 1.268
H 6.302216 -2.982963 1.143766 1.260 0.528 1.664
H 6.781419 -3.628196 2.859449 0.101 1.786 -1.506
H 6.502776 -1.053662 4.643535 -0.081 0.176 -0.109
H 3.467277 -1.190699 4.468226 0.462 -0.963 -2.187
H 3.114887 -1.402260 2.563717 1.291 -0.595 1.825
H 3.773608 -2.867821 3.618244 0.005 2.447 -0.408
H 7.291633 -0.111417 0.143553 -0.961 1.967 1.392
H 7.657423 2.397794 -0.884046 -1.496 0.094 2.499
H 5.544959 4.483983 2.595918 1.014 -2.298 -1.475
H 5.048626 2.129043 3.951001 1.174 -0.086 -2.353
C -0.420662 -3.031751 5.687394 0.252 0.422 0.341
O -0.927200 -4.103146 4.893806 0.274 -0.244 -1.049
C -0.379221 -4.188045 3.655244 0.293 0.099 -0.115
O 0.475563 -3.446257 3.196842 -1.256 -2.143 1.308
O -0.947090 -5.241218 3.015215 0.299 0.834 0.730
C -0.463130 -5.453134 1.690410 0.185 -0.129 -0.573
H -0.928026 -3.059156 6.655640 -0.064 -0.238 -0.300
H 0.653943 -3.152399 5.858302 -0.164 0.136 -0.199
H -0.632907 -2.067384 5.214614 0.199 -0.182 0.009
H 0.609712 -5.670589 1.701543 -0.168 0.219 -0.014
H -0.677053 -4.585537 1.057894 0.198 -0.078 0.158
H -0.985290 -6.319101 1.274367 -0.039 0.134 0.340
C -0.871853 1.818177 -1.482399 -0.058 0.366 -0.129
O -0.592114 0.517923 -0.967294 0.158 -0.063 0.740
C -0.284929 0.495159 0.354313 0.230 -0.147 0.563
O -0.234218 1.464171 1.095582 -0.212 -1.173 -1.108
O -0.043980 -0.792489 0.708140 -0.476 1.488 -0.845
C 0.294500 -0.969958 2.082247 0.408 -0.132 0.499
H -1.104416 1.717473 -2.546091 0.080 -0.280 0.225
H -1.741341 2.253812 -0.979651 0.254 0.025 0.016
H 0.002140 2.469689 -1.381203 -0.216 -0.054 0.144
H -0.528329 -0.645821 2.727452 0.100 0.153 -0.103
H 1.215092 -0.429865 2.325912 -0.320 0.070 -0.010
H 0.465962 -2.036293 2.253052 -0.091 1.009 -0.652
C -2.827903 8.004984 -2.259878 -0.093 0.474 -0.248
O -2.548164 6.704730 -1.744773 0.236 -0.178 0.960
C -2.240979 6.681966 -0.423166 0.135 -0.051 0.342
O -2.190268 7.650978 0.318103 -0.079 -1.269 -1.081
O -2.000030 5.394318 -0.069339 -0.314 1.201 -0.663
C -1.661550 5.216849 1.304769 0.192 -0.224 0.709
H -3.060466 7.904280 -3.323570 0.127 -0.260 0.235
H -3.697391 8.440619 -1.757129 0.241 -0.016 0.038
H -1.953910 8.656496 -2.158682 -0.219 -0.084 0.110
H -2.484379 5.540986 1.949974 0.190 0.116 -0.136
H -0.740958 5.756942 1.548433 -0.264 0.015 -0.030
H -1.490088 4.150514 1.475573 -0.041 0.158 -0.346
C -4.121760 -8.148994 -1.360992 -0.111 0.621 0.017
O -3.877015 -9.552262 -1.433020 0.881 -0.582 0.339
C -2.691642 -9.940418 -0.898462 0.364 0.383 0.238
O -1.861571 -9.206306 -0.385531 -1.244 -1.111 -0.760
O -2.589948 -11.286784 -1.033520 -0.274 0.993 -0.011
C -1.383341 -11.839470 -0.511147 0.453 -0.222 0.191
H -5.095874 -7.951979 -1.817012 0.190 -0.326 0.020
H -4.155950 -7.816021 -0.318638 0.173 -0.047 -0.195
H -3.361156 -7.595290 -1.920872 -0.075 -0.096 0.230
H -1.308083 -11.654055 0.565124 0.069 0.117 -0.238
H -0.513297 -11.433247 -1.037045 -0.157 0.054 0.220
H -1.409049 -12.920584 -0.672935 -0.272 0.259 -0.098
C -7.320243 -6.067478 -6.254475 -0.105 0.514 0.012
O -7.075498 -7.470745 -6.326503 0.852 -0.486 0.357
C -5.890126 -7.858901 -5.791945 0.355 0.214 0.202
O -5.060054 -7.124789 -5.279015 -1.220 -1.055 -0.716
O -5.788432 -9.205268 -5.927003 -0.309 1.098 -0.016
C -4.581825 -9.757953 -5.404630 0.482 -0.235 0.223
H -8.294357 -5.870462 -6.710496 0.178 -0.344 0.042
H -7.354433 -5.734504 -5.212121 0.178 -0.030 -0.203
H -6.559639 -5.513773 -6.814355 -0.047 -0.094 0.253
H -4.506567 -9.572538 -4.328359 0.074 0.080 -0.215
H -3.711781 -9.351731 -5.930529 -0.157 0.055 0.205
H -4.607533 -10.839067 -5.566419 -0.271 0.266 -0.084
C -4.567960 9.379429 1.611183 0.641 -0.168 -0.016
O -5.983082 9.529844 1.516033 -1.003 -0.660 0.545
C -6.691159 8.587732 2.188772 0.454 -0.272 0.181
O -6.222282 7.665759 2.837737 -0.757 1.323 -0.925
O -8.011184 8.849232 2.014308 0.903 -0.052 0.029
C -8.883067 7.931318 2.671187 -0.296 -0.297 0.205
H -4.103043 10.185443 1.036846 -0.355 -0.096 0.041
H -4.239724 9.464798 2.652104 -0.080 -0.179 -0.174
H -4.251636 8.423538 1.181319 -0.051 0.229 0.281
H -8.727352 7.958819 3.754422 0.092 -0.135 -0.214
H -8.739188 6.917554 2.283702 0.095 0.159 0.199
H -9.912611 8.235786 2.463867 0.320 0.171 -0.124
C -1.699173 8.017069 -8.592457 -0.087 0.425 -0.192
O -1.419434 6.716814 -8.077353 0.232 -0.163 0.939
C -1.112249 6.694050 -6.755746 0.080 0.157 0.388
O -1.061539 7.663062 -6.014476 -0.123 -1.320 -1.066
O -0.871300 5.406403 -6.401918 -0.271 1.082 -0.600
C -0.532820 5.228933 -5.027811 0.145 -0.103 0.613
H -1.931737 7.916364 -9.656149 0.092 -0.283 0.249
H -2.568661 8.452703 -8.089709 0.264 -0.009 0.026
H -0.825180 8.668580 -8.491262 -0.221 -0.071 0.137
H -1.355649 5.553070 -4.382606 0.218 0.083 -0.090
H 0.387772 5.769026 -4.784147 -0.266 0.022 -0.008
H -0.361359 4.162598 -4.857006 -0.093 0.186 -0.329

No. 2
108
Properties=species:S:1:pos:R:3:forces:R:3 method="wB97M-V/def2-TZVPD" charge=-1 lumo_energy_ev=1.412 fmax_ha_per_bohr=0.35818
C -1.214428 -4.560470 1.447721 0.797 0.095 -0.975
C -0.403462 -4.811881 0.013405 0.165 0.675 1.078
S -1.564142 -5.534477 -1.266809 -0.061 -0.282 0.231
C -2.848880 -4.296478 -1.844231 -0.728 0.702 0.405
In -1.802291 -2.360824 -2.547458 0.192 -0.714 0.903
C -1.594485 -1.042424 -0.734895 -0.596 0.665 1.574
C -1.052417 0.471903 -0.977675 0.143 0.508 0.443
C -0.257940 0.757660 -2.373630 0.168 1.353 -0.093
C 1.338692 0.326594 -2.368060 -0.181 0.286 -0.493
C 1.753174 -0.748394 -1.205508 1.520 0.262 -0.701
C 3.304769 -1.324627 -1.448888 -3.957 -0.660 -3.456
O 3.894462 -1.918338 -0.230874 -11.402 4.157 -9.901
C 2.979366 -2.867829 0.420916 -3.352 -1.097 -0.332
C 0.136614 -3.026854 -3.507176 1.283 -0.045 0.060
N -0.007181 -3.582864 -4.920894 1.568 -1.089 0.791
C -0.291479 -5.076780 -4.854247 -0.338 0.052 -0.789
P -3.405097 -1.297270 -4.250729 -0.108 1.964 -0.576
O -4.117332 0.149113 -3.570947 0.885 -2.153 1.459
I -5.303881 -2.859356 -4.542242 -0.335 -0.170 0.242
H -2.357152 -4.556734 1.184034 2.253 0.064 0.871
H -0.847454 -3.515208 1.838803 -0.962 -2.075 -0.369
H -0.918145 -5.447539 2.186155 -0.887 2.071 -1.483
H 0.457573 -5.584950 0.282528 -1.853 1.464 -1.159
H 0.093565 -3.826688 -0.407913 -1.051 -1.851 0.984
H -3.634226 -4.011201 -1.006076 1.442 -0.938 -1.653
H -3.393742 -4.746897 -2.780675 1.123 0.489 1.986
H -0.948015 -1.599944 0.098677 -1.211 1.200 -1.728
H -2.680404 -0.946154 -0.247884 2.470 -0.308 -1.016
H -0.324633 0.735026 -0.070050 -1.372 -0.355 -1.963
H -1.940944 1.262615 -0.886308 1.947 -1.922 -0.424
H -0.251075 1.945018 -2.509680 -0.120 -2.460 0.230
H -0.819931 0.365336 -3.351728 1.142 0.507 2.296
H 1.983140 1.324931 -2.252345 -1.238 -2.163 -0.032
H 1.589985 -0.064587 -3.466459 -0.350 0.559 2.496
H 1.795436 -0.229166 -0.141015 -0.514 -1.074 -2.140
H 1.067155 -1.697965 -1.238647 1.081 2.124 0.280
H 3.164482 -2.229824 -2.213443 0.314 2.030 1.239
H 3.999230 -0.552537 -1.988268 -0.980 -1.284 1.632
H 2.373493 -3.424317 -0.441758 1.416 1.051 1.825
H 2.146265 -2.319925 1.070247 1.882 -0.946 -1.358
H 3.493933 -3.655148 1.119455 -0.856 1.789 -1.759
H 0.598924 -3.855417 -2.805489 -0.571 1.445 -1.087
H 0.911235 -2.152305 -3.571647 -1.398 -1.546 0.209
H 0.975907 -3.524294 -5.322780 -1.685 -0.098 0.440
H 0.695446 -5.667992 -4.542602 -2.263 0.909 -0.430
H -0.647240 -5.390946 -5.939840 0.874 0.347 2.184
H -1.192495 -5.276304 -4.127802 1.990 0.335 -1.253
H -4.059923 0.035695 -2.568001 -0.157 0.595 -1.663
C 7.025410 -3.307850 -2.627080 0.212 0.061 0.106
C 5.680245 -3.567370 -3.166798 -1.229 -0.246 -0.469
N 4.617427 -3.772404 -3.593317 1.875 0.275 0.654
H 6.980983 -2.831649 -1.641799 -0.287 -0.075 -0.170
H 7.601216 -4.232494 -2.513691 -0.285 0.044 -0.114
H 7.602693 -2.645368 -3.280635 -0.287 -0.114 -0.029
C -2.968192 3.359674 1.743945 -0.148 0.111 0.037
C -2.670460 1.919308 1.674573 0.208 -1.154 0.041
N -2.435290 0.781225 1.619790 -0.394 1.883 0.726
H -2.091868 3.939439 2.052894 -0.175 -0.309 -0.128
H -3.290913 3.753306 0.774263 0.190 -0.251 0.124
H -3.766930 3.573588 2.461949 0.107 -0.272 -0.057
C 7.211351 -3.019937 1.976390 0.546 -0.006 -0.208
C 5.998475 -2.615872 1.245790 2.111 -0.139 0.053
N 5.040116 -2.296675 0.668556 12.227 -4.611 12.980
H 8.118304 -2.823084 1.394835 -0.066 -0.018 0.031
H 7.311436 -2.480365 2.924135 -0.203 -0.023 -0.195
H 7.204223 -4.089340 2.212182 -0.183 0.174 -0.130
C -6.830297 1.137214 -4.794446 -0.071 -0.179 -0.057
C -7.444596 2.323527 -4.175245 -0.487 0.936 0.435
N -7.930036 3.260816 -3.685984 0.708 -1.449 -0.732
H -6.231560 1.403284 -5.672082 -0.100 0.141 0.259
H -6.167247 0.614336 -4.097066 -0.023 0.268 -0.054
H -7.585609 0.416351 -5.124794 -0.054 0.273 0.126
C 1.152756 3.387619 0.796308 0.185 -0.083 0.121
C -0.060119 3.791685 0.065708 -1.009 0.287 -0.723
N -1.018480 4.110882 -0.511526 1.698 -0.398 0.920
H 2.059709 3.584473 0.214752 -0.301 0.024 -0.074
H 1.252840 3.927192 1.744053 -0.202 0.028 -0.182
H 1.145628 2.318216 1.032100 -0.241 0.147 -0.193
C -6.764269 0.295308 0.217901 -0.224 -0.009 0.095
C -5.404376 0.486322 -0.313437 1.072 0.168 -0.422
N -4.329870 0.637276 -0.733185 -2.176 -0.154 0.680
H -7.527725 0.517136 -0.535391 0.344 0.020 -0.058
H -6.927757 -0.735312 0.550271 0.283 0.147 -0.113
H -6.958363 0.946738 1.076525 0.291 -0.064 -0.131
C -4.063649 0.170190 5.168134 0.243 -0.053 0.119
C -5.276523 0.574255 4.437533 -1.034 0.352 -0.689
N -6.234884 0.893452 3.860300 1.582 -0.516 0.963
H -3.156695 0.367044 4.586579 -0.322 0.023 -0.161
H -3.963563 0.709762 6.115879 -0.246 0.018 -0.214
H -4.070777 -0.899213 5.403926 -0.203 0.184 -0.179
C 7.628916 0.321704 4.043376 0.036 -0.245 -0.030
C 7.443319 1.772269 4.215218 -0.181 1.332 0.152
N 7.296645 2.918398 4.350917 0.278 -1.960 -0.219
H 8.536942 -0.031937 4.543326 -0.122 0.291 -0.017
H 6.789255 -0.245654 4.458647 0.037 0.314 -0.033
H 7.713791 0.047058 2.986666 -0.071 0.289 0.129
C -0.186464 7.608281 1.877371 0.203 0.099 0.022
C -1.507747 6.961221 1.817053 -1.197 -0.574 -0.089
N -2.551749 6.450024 1.769346 1.755 0.978 0.174
H 0.262724 7.518775 2.872229 -0.227 -0.154 -0.120
H 0.515271 7.162580 1.164424 -0.306 -0.072 0.061
H -0.248267 8.676772 1.645471 -0.226 -0.223 -0.020
C 0.926762 8.541467 6.548298 -0.083 0.180 0.161
C 1.455644 7.483371 5.671470 0.473 -0.942 -0.760
N 1.873603 6.647361 4.978695 -0.738 1.425 1.107
H 0.098338 9.080924 6.076893 0.174 -0.245 -0.093
H 0.551406 8.134050 7.493018 0.127 -0.136 -0.264
H 1.694399 9.281665 6.797518 0.008 -0.266 -0.179